1.
Formula: C28H72N5O12
Source: the OMol25 dataset
Level of theory: the ωB97M-V functional and the def2-TZVPD basis

For the HOMO-LUMO gap, the calculation gives 8.10 eV. The calculation puts the energy above the lowest of the compared OMol25 structures with the same formula, charge and spin at 7.2 kcal/mol. The HOMO energy is -0.20337 Eh. Its max |F| is 2.19 eV/Å. The value obtained for the total energy is -62217.072 eV.

Geometry as ORCA input:
```
! RIJCOSX wB97M-V def2-TZVPD def2/J DEFGRID3
* xyz -1 1
N -0.56 -0.03 0.46
O -1.09 -0.53 1.48
O 0.71 -0.05 0.32
O -1.26 0.57 -0.40
C 3.15 1.83 -0.27
C 4.14 0.70 -0.20
C 5.02 0.77 1.05
O 3.51 -0.59 -0.24
H 2.30 1.55 -0.91
H 3.53 2.78 -0.64
H 2.71 2.03 0.71
H 4.89 0.73 -0.99
H 5.70 -0.09 1.00
H 4.45 0.80 1.98
H 5.71 1.62 1.03
H 2.63 -0.46 0.16
C -1.29 4.35 1.82
C -1.68 3.12 2.64
C -1.68 3.40 4.14
O -2.99 2.77 2.20
H -1.95 4.38 0.95
H -0.27 4.35 1.43
H -1.53 5.22 2.43
H -1.03 2.25 2.46
H -1.73 2.47 4.71
H -2.46 4.13 4.40
H -0.75 3.87 4.48
H -3.51 2.35 2.89
C 1.17 -0.02 -3.12
O 0.95 0.96 -4.11
C 0.52 2.20 -3.60
C 0.40 3.16 -4.80
N -0.12 2.50 -6.03
C -1.59 2.60 -6.09
C -2.19 1.94 -7.33
O -2.40 0.56 -7.09
C -1.35 -0.33 -7.25
H 2.15 -0.15 -2.66
H 0.79 -0.96 -3.53
H 0.52 0.13 -2.24
H 1.21 2.66 -2.89
H -0.45 2.08 -3.11
H 1.42 3.42 -5.09
H -0.17 4.06 -4.57
H 0.03 1.52 -5.79
H -1.78 3.68 -6.13
H -2.15 2.18 -5.25
H -1.58 2.15 -8.21
H -3.20 2.31 -7.50
H -0.63 -0.06 -8.03
H -1.70 -1.35 -7.45
H -0.73 -0.42 -6.34
C -1.47 -3.36 0.33
O -0.52 -3.43 1.37
C 0.81 -3.37 0.88
C 1.82 -2.85 1.88
N 1.81 -3.65 3.10
C 3.01 -3.49 3.91
C 2.77 -4.11 5.28
O 1.69 -3.46 5.89
C 1.47 -3.90 7.20
H -1.35 -2.48 -0.30
H -2.49 -3.27 0.70
H -1.41 -4.27 -0.28
H 0.85 -2.72 -0.01
H 1.02 -4.41 0.59
H 1.67 -1.80 2.12
H 2.80 -2.97 1.40
H 1.71 -4.65 2.97
H 3.29 -2.44 4.07
H 3.91 -3.88 3.41
H 3.65 -4.13 5.94
H 2.57 -5.19 5.14
H 0.75 -3.25 7.70
H 2.39 -3.79 7.80
H 1.12 -4.93 7.23
C -2.78 -4.31 -4.07
O -2.70 -3.14 -3.26
C -2.31 -1.98 -4.01
C -2.24 -0.84 -3.00
N -3.52 -0.69 -2.26
C -4.51 0.05 -3.04
C -4.33 1.55 -2.98
O -4.49 2.00 -1.66
C -4.33 3.39 -1.54
H -2.98 -5.10 -3.34
H -1.83 -4.43 -4.60
H -3.62 -4.24 -4.77
H -2.96 -1.90 -4.89
H -1.29 -2.13 -4.38
H -1.89 0.11 -3.44
H -1.44 -1.08 -2.30
H -3.75 -1.68 -2.18
H -5.46 -0.30 -2.62
H -4.50 -0.26 -4.10
H -5.07 2.01 -3.65
H -3.34 1.76 -3.41
H -3.48 3.77 -2.12
H -4.10 3.54 -0.48
H -5.23 3.97 -1.76
C 1.79 1.57 3.87
C 1.53 0.14 4.41
C 1.89 0.06 5.89
O 3.10 0.75 6.22
C 4.25 -0.07 6.11
N 0.14 -0.22 4.25
H 2.84 1.89 3.94
H 1.16 2.31 4.36
H 1.53 1.61 2.81
H 2.17 -0.49 3.79
H 1.89 -0.96 6.30
H 1.12 0.66 6.39
H 4.19 -0.85 6.87
H 5.08 0.61 6.32
H 4.39 -0.43 5.08
H -0.08 -0.29 3.26
H -0.50 0.31 4.81
*
```

Atomic partial charges in e from the Mulliken method, atoms 1 to 99:
1 N 0.04
2 O -0.73
3 O 0.23
4 O -0.32
5 C -0.57
6 C 0.62
7 C -1.34
8 O -0.55
9 H -0.17
10 H 0.43
11 H 0.05
12 H 0.33
13 H 0.36
14 H 0.06
15 H 0.43
16 H 0.10
17 C -1.20
18 C 1.88
19 C -1.83
20 O -0.53
21 H 0.23
22 H 0.26
23 H 0.35
24 H -0.60
25 H 0.38
26 H 0.48
27 H 0.37
28 H 0.25
29 C -0.35
30 O -0.49
31 C 0.51
32 C -1.08
33 N -0.47
34 C 0.11
35 C -0.79
36 O -0.34
37 C -0.53
38 H 0.35
39 H 0.32
40 H -0.20
41 H 0.30
42 H -0.13
43 H 0.39
44 H 0.40
45 H 0.40
46 H 0.56
47 H -0.17
48 H 0.38
49 H 0.34
50 H 0.37
51 H 0.29
52 H 0.02
53 C -0.49
54 O -0.36
55 C -0.62
56 C 0.21
57 N -0.02
58 C -0.44
59 C -0.78
60 O -0.12
61 C -0.94
62 H -0.11
63 H 0.33
64 H 0.34
65 H 0.24
66 H 0.50
67 H -0.52
68 H 0.25
69 H 0.28
70 H -0.05
71 H 0.51
72 H 0.48
73 H 0.34
74 H 0.24
75 H 0.37
76 H 0.31
77 C -0.87
78 O -0.29
79 C -0.79
80 C 1.44
81 N -0.15
82 C -0.78
83 C 0.35
84 O -0.33
85 C -0.58
86 H 0.24
87 H 0.32
88 H 0.29
89 H 0.41
90 H 0.45
91 H -0.67
92 H -0.88
93 H 0.40
94 H 0.44
95 H 0.32
96 H 0.43
97 H -0.49
98 H 0.26
99 H 0.03

2.
Formula: C22H23F3N3NiOS
Source: the OMol25 dataset
Level of theory: the ωB97M-V functional and the def2-TZVPD basis

For the HOMO-LUMO gap (spin up / spin down), the calculation gives 9.25 / 9.01 eV. The calculation puts the energy above the lowest of the compared OMol25 structures with the same formula, charge and spin at 6.4 kcal/mol. The HOMO energy (spin up / spin down) is -0.43065 / -0.42738 Eh. Its max |F| is 0.81 eV/Å. The value obtained for the total energy is -89730.879 eV.

Geometry as ORCA input:
```
! RIJCOSX wB97M-V def2-TZVPD def2/J DEFGRID3
* xyz 1 1
Ni -0.66 -2.01 1.33
N -2.66 -2.30 1.15
C -2.82 -3.65 0.60
C -1.96 -4.58 1.42
N -0.59 -4.02 1.44
H -3.11 -2.22 2.06
H -3.07 -1.60 0.55
H -2.45 -3.62 -0.43
H -3.86 -3.99 0.58
H -1.98 -5.60 1.03
H -2.32 -4.62 2.45
H -0.06 -4.30 0.62
H -0.05 -4.34 2.24
O -0.81 -1.36 -0.73
S -0.39 -1.06 -2.15
C -0.97 0.59 -2.46
C -1.53 1.31 -1.42
C -1.97 2.61 -1.66
C -1.86 3.15 -2.93
C -1.30 2.41 -3.97
C -0.85 1.12 -3.74
C 1.36 -0.78 -2.14
C 1.92 0.26 -1.41
C 3.29 0.40 -1.39
C 4.09 -0.48 -2.12
C 3.52 -1.51 -2.86
C 2.14 -1.66 -2.87
H -1.61 0.86 -0.44
H -2.41 3.19 -0.86
H -2.21 4.16 -3.12
H -1.22 2.84 -4.96
H -0.41 0.54 -4.54
H 1.29 0.94 -0.84
H 3.75 1.19 -0.82
H 5.17 -0.37 -2.11
H 4.15 -2.19 -3.42
H 1.68 -2.47 -3.43
F 1.80 -2.65 0.45
C 1.22 -1.98 1.49
F 1.66 -2.62 2.62
F 1.82 -0.76 1.52
N -0.87 -0.22 2.18
C -0.49 0.85 2.36
C -0.02 2.20 2.58
C -0.92 3.26 2.52
C -0.45 4.55 2.70
C 0.90 4.76 2.95
C 1.79 3.70 3.01
C 1.33 2.40 2.82
H -1.97 3.08 2.33
H -1.13 5.39 2.67
H 1.27 5.77 3.09
H 2.84 3.87 3.20
H 2.00 1.56 2.86
*
```

The net atomic charges from natural (NBO), expressed in e, are:
1 Ni 0.99
2 N -0.85
3 C -0.24
4 C -0.24
5 N -0.85
6 H 0.39
7 H 0.41
8 H 0.22
9 H 0.21
10 H 0.22
11 H 0.21
12 H 0.41
13 H 0.42
14 O -1.08
15 S 1.29
16 C -0.18
17 C -0.26
18 C -0.19
19 C -0.19
20 C -0.19
21 C -0.23
22 C -0.32
23 C -0.12
24 C -0.21
25 C -0.17
26 C -0.21
27 C -0.18
28 H 0.23
29 H 0.22
30 H 0.23
31 H 0.23
32 H 0.23
33 H 0.22
34 H 0.22
35 H 0.23
36 H 0.23
37 H 0.23
38 F -0.37
39 C 0.69
40 F -0.37
41 F -0.37
42 N -0.48
43 C 0.46
44 C -0.14
45 C -0.18
46 C -0.20
47 C -0.16
48 C -0.20
49 C -0.17
50 H 0.23
51 H 0.23
52 H 0.23
53 H 0.23
54 H 0.24

3.
Formula: C5H10O2
Source: the OMol25 dataset
Level of theory: the ωB97M-V functional and the def2-TZVPD basis

For the HOMO-LUMO gap (spin up / spin down), the calculation gives 8.37 / 8.37 eV. The calculation puts the energy above the lowest of the compared OMol25 structures with the same formula, charge and spin at 114.2 kcal/mol. The HOMO energy (spin up / spin down) is -0.30650 / -0.30648 Eh. Its max |F| is 3.84 eV/Å. The value obtained for the total energy is -9438.090 eV.

Geometry as ORCA input:
```
! RIJCOSX wB97M-V def2-TZVPD def2/J DEFGRID3
* xyz 0 1
C 0.44 -0.66 -0.13
C 0.67 1.22 0.67
C -1.89 -0.08 0.24
C 1.11 -1.27 -1.29
C -0.53 0.39 -0.42
O 1.19 0.83 1.92
O -0.60 1.07 -1.48
H 0.47 0.76 2.56
H 0.39 -1.24 0.79
H 0.07 2.13 0.81
H 1.50 1.54 0.04
H -1.81 -0.86 0.99
H -2.32 0.82 0.69
H -2.54 -0.46 -0.54
H 1.18 -2.36 -1.22
H 0.59 -1.05 -2.23
H 2.08 -0.78 -1.40
*
```

The net atomic charges from natural (NBO), expressed in e, are:
1 C 0.00
2 C -0.09
3 C -0.66
4 C -0.69
5 C 0.35
6 O -0.71
7 O -0.71
8 H 0.47
9 H 0.22
10 H 0.23
11 H 0.21
12 H 0.20
13 H 0.21
14 H 0.24
15 H 0.24
16 H 0.25
17 H 0.25

4.
Formula: C4H3NOS
Source: the OMol25 dataset
Level of theory: the ωB97M-V functional and the def2-TZVPD basis

For the HOMO-LUMO gap (spin up / spin down), the calculation gives 8.25 / 8.26 eV. The calculation puts the energy above the lowest of the compared OMol25 structures with the same formula, charge and spin at 153.0 kcal/mol. The HOMO energy (spin up / spin down) is -0.34342 / -0.34352 Eh. Its max |F| is 5.74 eV/Å. The value obtained for the total energy is -18561.619 eV.

Geometry as ORCA input:
```
! RIJCOSX wB97M-V def2-TZVPD def2/J DEFGRID3
* xyz 0 1
C -0.30 0.28 -1.29
C 0.30 1.19 -0.39
C -0.24 -1.00 -0.75
C 0.77 0.42 0.63
N 0.48 -0.92 0.38
O -0.89 -0.27 3.27
S 0.85 -0.56 2.03
H -0.74 0.54 -2.24
H 0.39 2.25 -0.51
H -0.61 -1.92 -1.14
*
```

The net atomic charges from natural (NBO), expressed in e, are:
1 C -0.24
2 C -0.27
3 C -0.04
4 C -0.09
5 N -0.47
6 O -0.68
7 S 1.07
8 H 0.23
9 H 0.25
10 H 0.23

- The lowest max |F| belongs to which entry?
  C22H23F3N3NiOS